1.
6
Properties=species:S:1:pos:R:3:forces:R:3:mulliken_charge:R:1 method="wB97M-V/def2-TZVPD" e_homo_ha="-0.419 / -0.397" e_lumo_ev="-3.41 / -3.86" homo_lumo_gap_ev="7.98 / 6.94" multiplicity=1
O -0.119 0.996 -1.818 -0.352 0.209 -0.749 -0.43
P -0.588 0.784 -0.466 -0.356 -3.790 -0.188 0.69
C 0.424 -0.455 0.388 -0.961 1.011 -0.597 0.27
Cl -3.177 -0.835 0.056 1.661 1.176 -0.352 -0.26
Cl -0.523 2.186 0.781 -0.412 1.995 1.561 -0.04
N 1.218 -0.954 1.042 0.420 -0.601 0.324 -0.23

2.
12
Properties=species:S:1:pos:R:3:forces:R:3:mulliken_charge:R:1 method="wB97M-V/def2-TZVPD" e_homo_ha=-0.328 e_lumo_ev=0.49 homo_lumo_gap_ev=9.40 smiles="[H]/N=C(/N)N(C)Cl" multiplicity=1
N -1.374 -0.691 0.174 1.265 -0.780 -0.026 -0.40
N 0.409 -2.109 0.238 -1.640 -0.525 -0.174 -0.69
H -1.830 0.154 -0.027 -0.154 0.894 -0.458 0.13
C 0.011 -0.930 0.057 0.437 0.723 1.021 0.56
H -0.848 1.544 0.216 -0.147 0.540 0.064 0.32
N 0.802 0.249 -0.103 -0.465 -0.679 0.165 -0.08
C 0.108 1.569 -0.274 3.114 -0.595 -1.054 -0.70
H 0.841 2.243 0.253 -1.255 0.004 -0.872 0.26
H 1.336 -2.451 0.233 1.064 0.629 -0.170 0.23
H 0.093 1.717 -1.431 -0.344 0.300 2.253 0.23
H -1.896 -1.489 -0.092 -0.422 -0.753 -0.027 0.26
Cl 2.346 0.196 0.757 -1.454 0.243 -0.722 -0.10

3.
12
Properties=species:S:1:pos:R:3:forces:R:3:mulliken_charge:R:1 method="wB97M-V/def2-TZVPD" e_homo_ha=-0.259 e_lumo_ev=0.75 homo_lumo_gap_ev=7.80 multiplicity=1
H 1.170 1.002 0.291 -0.176 0.056 -0.029 0.48
C 0.931 -0.496 -1.114 0.279 -0.070 0.153 0.11
C -0.949 -0.671 0.130 -0.236 -0.071 0.065 -0.85
O 0.180 1.215 0.332 0.083 0.001 -0.138 -0.43
O 1.957 -0.312 -0.452 -0.337 0.063 -0.266 -0.61
H 0.512 -0.265 1.797 -0.118 0.047 -0.136 0.21
C -0.390 0.089 1.271 0.065 -0.061 0.283 -0.08
H 0.848 -1.282 -1.876 -0.004 0.035 0.120 0.39
C -0.325 0.262 -0.812 0.136 0.076 -0.124 -0.04
H -1.075 0.560 1.983 0.056 -0.160 -0.093 0.25
H -2.014 -0.873 0.086 0.119 0.162 -0.027 0.20
H -0.843 0.770 -1.636 0.133 -0.078 0.191 0.37

4.
78
Properties=species:S:1:pos:R:3:forces:R:3:mulliken_charge:R:1 method="wB97M-V/def2-TZVPD" charge=+2 e_homo_ha="-0.463 / -0.464" e_lumo_ev="-5.78 / -5.78" homo_lumo_gap_ev="6.81 / 6.85" multiplicity=4
H 0.418 -0.590 5.713 0.007 0.004 0.005 0.47
C 0.485 0.178 3.723 -0.021 -0.125 0.097 -0.20
H -2.669 -1.498 -4.643 -0.022 0.035 0.002 0.51
C 1.711 -2.068 -1.370 -0.203 0.018 -0.017 0.76
H -0.473 -5.270 2.150 -0.047 -0.024 0.019 0.20
H -2.436 -3.142 -1.364 -0.008 0.055 0.004 0.35
H 2.336 4.675 2.574 -0.005 -0.032 0.009 0.42
C 1.290 -4.301 2.275 -0.099 -0.097 0.078 0.56
C 4.136 -2.277 -1.262 -0.099 0.061 0.032 0.24
H 1.522 0.484 3.750 0.005 0.009 0.032 0.36
H 3.166 -3.663 2.610 0.067 0.035 0.001 0.20
H 5.104 -0.752 -0.116 0.014 0.004 0.013 0.52
C 5.417 -2.976 -1.612 0.037 -0.060 -0.048 -1.49
H -3.657 4.469 -0.236 -0.007 0.017 0.000 0.54
C 4.145 -1.132 -0.455 0.025 -0.029 -0.031 -1.11
H -1.967 -1.301 5.485 0.004 -0.002 0.015 0.44
C -2.710 -0.735 -3.865 0.059 0.086 -0.217 -0.95
C -2.128 -0.611 3.474 -0.020 0.017 -0.106 -0.99
H -0.038 4.739 2.685 0.046 0.000 -0.013 0.52
C 1.837 3.943 1.936 0.121 0.058 -0.044 -0.98
H 2.732 2.302 2.991 -0.030 0.040 -0.001 0.33
N 2.220 1.573 1.099 -0.021 0.001 0.047 0.46
H -5.887 3.577 -1.517 -0.005 0.005 0.003 0.38
H 0.357 3.125 3.298 0.022 0.057 0.011 0.20
C 3.137 0.752 0.727 -0.124 0.043 -0.122 -0.73
C -1.975 -2.529 -2.141 0.030 -0.020 -0.056 -0.80
H 1.826 4.362 0.927 0.000 0.023 0.007 0.36
H -3.651 1.973 -3.681 -0.012 0.009 0.009 0.46
H 0.498 -3.371 -2.603 0.025 -0.008 0.003 0.45
H -1.779 -3.176 -2.999 -0.032 -0.001 0.011 0.49
C -3.145 3.754 -0.873 -0.075 -0.027 -0.026 -0.61
H 6.133 -2.289 -2.064 0.014 0.017 0.004 0.37
H -3.933 -1.785 -2.510 0.026 0.014 0.003 0.52
N -1.439 0.008 -3.968 0.092 0.047 0.063 0.00
C 2.688 2.683 1.965 -0.014 -0.108 0.008 -0.81
C -1.447 0.015 2.432 -0.165 -0.110 -0.009 0.55
S 0.676 -2.796 1.845 0.037 -0.097 0.018 -0.34
N 2.590 -4.481 2.562 0.005 -0.028 0.008 -0.42
C -3.820 3.266 -2.007 0.177 -0.060 0.014 0.34
N -0.372 3.151 1.353 -0.048 -0.071 -0.209 0.48
H 2.862 -3.576 -2.375 0.007 -0.022 -0.013 0.39
C -1.254 3.823 0.717 0.071 -0.146 0.021 -0.20
H 0.842 -6.297 2.607 0.011 0.021 0.008 0.19
H -3.156 -0.912 3.338 -0.009 0.005 -0.001 0.53
H -5.192 4.835 -2.533 0.011 0.007 0.006 0.37
C 1.739 -0.943 -0.496 -0.124 0.041 -0.088 0.97
H -0.702 -1.321 -0.896 -0.030 -0.025 -0.045 -0.80
C 2.910 -2.711 -1.722 0.064 0.021 0.010 -1.13
H -0.731 -0.420 -4.548 0.038 -0.032 0.033 0.36
H -5.586 3.265 -3.226 -0.017 0.008 0.000 0.37
C -0.128 -0.424 4.797 0.042 0.036 -0.085 -1.05
H -1.546 4.807 1.087 0.018 0.012 -0.028 0.42
C -1.847 1.933 -2.490 0.139 -0.203 -0.074 0.42
S -2.094 0.424 0.852 0.133 0.041 0.252 -0.49
C -3.166 2.337 -2.784 -0.072 0.100 0.063 -0.57
C -1.173 2.430 -1.345 0.005 -0.066 -0.028 0.18
H 4.165 0.979 1.021 0.004 -0.016 -0.005 0.34
C 0.400 3.774 2.419 -0.147 -0.026 0.093 -0.77
Cr 0.174 1.262 0.746 -0.037 -0.200 -0.230 -1.06
C -1.458 -0.822 4.659 0.025 -0.015 0.064 -0.36
O 0.013 1.985 -1.069 0.048 0.174 0.096 -0.98
H -2.906 -0.629 -1.708 0.025 -0.009 0.007 -0.19
C -5.195 3.762 -2.340 -0.096 -0.008 -0.047 -1.70
H 2.944 -5.343 2.944 -0.016 0.018 -0.007 0.19
H 0.010 1.256 -3.330 0.010 0.027 0.007 0.59
H 5.885 -3.405 -0.725 0.014 0.001 0.005 0.34
C -2.919 -1.380 -2.501 -0.190 -0.110 0.061 0.09
N -0.170 0.396 2.576 0.043 0.220 -0.124 0.68
H 3.709 2.940 1.672 -0.004 0.009 0.041 0.52
O 0.627 -0.413 -0.141 0.048 0.060 0.120 0.46
N -0.697 -2.048 -1.627 0.164 0.071 0.181 0.77
H -3.536 -0.075 -4.115 -0.008 -0.046 0.070 0.21
N 0.505 -5.388 2.340 0.030 0.007 -0.045 -0.41
C -1.056 1.054 -3.290 -0.206 0.067 0.022 -0.46
H 5.241 -3.784 -2.319 0.008 -0.011 -0.001 0.38
C -1.882 3.335 -0.509 0.087 0.102 -0.002 1.00
C 0.473 -2.544 -1.897 0.145 0.090 0.040 -0.14
C 2.997 -0.449 -0.076 0.010 0.041 0.002 0.44

5.
19
Properties=species:S:1:pos:R:3:forces:R:3:mulliken_charge:R:1 method="wB97M-V/def2-TZVPD" e_homo_ha=-0.329 e_lumo_ev=0.84 homo_lumo_gap_ev=9.79 multiplicity=1
H -0.371 -2.519 -1.054 0.171 0.102 0.217 0.42
C 0.355 1.965 -0.268 0.410 0.009 -0.093 -1.59
H 3.402 -0.753 0.627 -0.100 0.029 0.046 0.27
C -0.432 0.688 -0.182 -0.216 -0.590 -0.192 0.67
C 2.352 -0.487 0.698 -0.189 -0.204 -0.559 -0.74
H -2.321 1.600 -0.850 -0.039 -0.241 0.351 0.34
C 0.062 -0.570 -0.227 -0.663 0.481 -0.177 1.03
C -0.776 -1.825 -0.307 -0.432 0.060 -0.126 -1.68
H -2.138 -0.160 1.458 -0.028 0.121 -0.200 0.31
H 1.849 -1.447 -1.099 -0.004 -0.025 0.082 0.28
H -0.786 -2.335 0.662 0.024 -0.061 -0.155 0.31
H -1.810 -1.634 -0.606 0.124 0.068 0.189 0.43
C 1.491 -0.854 -0.260 1.078 0.303 0.553 -0.53
H -0.148 2.689 -0.919 -0.108 -0.083 0.180 0.45
H 1.356 1.819 -0.686 -0.108 -0.100 0.199 0.37
C -1.900 0.916 -0.094 -0.564 -0.584 1.037 -0.33
H 0.456 2.412 0.726 0.007 0.091 -0.145 0.29
N -2.679 0.421 0.807 0.674 0.663 -1.103 -0.60
H 2.036 0.074 1.572 -0.037 -0.039 -0.105 0.27

Sequential relative energy (zero: lowest compared OMol25 entry of this formula, charge and spin) output: 300.2, 147.8, 499.4, 0.0, 175.4 kJ/mol